The following is a DFT calculation (ωB97M-V/def2-TZVPD) of a cluster of 17 separate species, C61H92BBrN16O5 in total in a non-equilibrium geometry.

The geometry in ORCA input format:
```
! wB97M-V def2-TZVPD RIJCOSX def2/J DEFGRID3
* xyz 0 1
C 4.13956 2.07078 3.75880
C 4.36368 1.80921 2.19790
C 5.08651 3.10858 1.63085
C 4.51520 3.61491 0.25096
C 4.31915 2.49525 -0.84295
C 5.66151 1.64670 -0.88231
C 5.97795 1.04325 -2.29611
C 4.94275 -0.01156 -2.82289
C 4.98527 -1.39943 -2.07718
C 3.84278 -1.57255 -1.00258
C 2.39983 -1.61606 -1.64736
C 1.43127 -2.69099 -0.97404
C 0.23577 -2.04572 -0.22762
C 0.34052 -1.49752 1.02919
B 1.67818 -1.48362 1.91380
C 1.85115 -0.38169 3.08440
O 2.73718 -2.39130 1.79177
C -0.95269 -0.85855 1.61366
O -1.15701 -0.72383 2.80007
C -2.09728 -0.39012 0.65944
C -2.19777 -0.99438 -0.67309
C -3.25623 -0.64150 -1.58979
C -4.27290 0.34654 -1.20758
C -5.38450 0.60595 -2.26026
C -6.55197 -0.44465 -1.96999
C -6.46552 -1.70481 -2.95861
Br -8.36347 0.36334 -2.23593
C -4.15770 0.98620 0.09419
C -5.17509 2.07515 0.52143
C -6.62791 1.55778 0.84605
C -7.64757 2.67383 0.31438
O -8.93079 2.59730 0.96909
C -3.07442 0.60845 1.00946
O -3.02345 1.26010 2.24314
C -1.11310 -2.04943 -1.01706
O -1.35571 -2.81856 -1.91778
H 3.11528 2.49592 3.87404
H 4.27701 1.12398 4.34915
H 4.92691 2.77471 4.13341
H 3.38290 1.66387 1.67607
H 5.00854 0.91530 2.01512
H 6.18198 2.90099 1.61392
H 4.91497 3.94612 2.36159
H 3.56815 4.19686 0.41834
H 5.25842 4.36902 -0.13041
H 3.45233 1.85643 -0.54960
H 4.14325 3.03404 -1.81214
H 6.48217 2.39044 -0.66731
H 5.70614 0.90603 -0.04533
H 7.03146 0.66286 -2.27419
H 5.97190 1.90232 -3.02050
H 3.90087 0.41095 -2.85893
H 5.22894 -0.20798 -3.89412
H 5.94855 -1.46137 -1.50563
H 4.98860 -2.19916 -2.85426
H 3.87450 -0.68612 -0.32078
H 4.02167 -2.52811 -0.45009
H 2.55358 -1.93184 -2.71708
H 1.89670 -0.61923 -1.67221
H 1.01366 -3.28144 -1.82712
H 1.98804 -3.43970 -0.36016
H 2.86330 -0.51873 3.55197
H 1.70196 0.66454 2.73201
H 1.12175 -0.66399 3.89640
H 2.41622 -3.31186 1.77338
H -3.28014 -1.15098 -2.58106
H -4.96057 0.32712 -3.25393
H -5.75038 1.65546 -2.30466
H -6.44976 -0.88611 -0.94592
H -6.14659 -1.41528 -3.98499
H -7.51154 -2.10190 -3.02200
H -5.80659 -2.49560 -2.50950
H -5.27345 2.80412 -0.33017
H -4.81610 2.67030 1.39520
H -6.77309 1.52192 1.95679
H -6.87752 0.55981 0.42189
H -7.74679 2.66432 -0.79845
H -7.16901 3.65512 0.57976
H -9.37357 1.76787 0.73165
H -3.50328 0.72256 2.89682
C 0.21168 -4.39607 4.35569
C 0.75300 -4.71253 3.01628
N 1.17117 -4.95437 1.97534
H -0.13579 -3.36239 4.37930
H -0.62344 -5.05739 4.58311
H 0.98612 -4.52866 5.10922
C -9.22902 -4.00457 -5.90817
C -8.51237 -2.71444 -6.00820
N -7.94792 -1.71822 -6.06814
H -10.05019 -4.02426 -6.62028
H -8.54584 -4.82441 -6.12813
H -9.62453 -4.13012 -4.90002
C -0.59075 2.80100 1.12871
C 0.48278 2.85092 0.10991
N 1.31626 2.88967 -0.67801
H -1.55309 3.00636 0.66304
H -0.61996 1.81251 1.58692
H -0.40431 3.54446 1.89971
C 1.24798 -8.01771 6.32767
C 0.97195 -6.67994 6.89662
N 0.75903 -5.64286 7.33549
H 1.49155 -7.92617 5.26938
H 2.08870 -8.47415 6.84848
H 0.37113 -8.65461 6.43832
C -1.27755 -1.53123 -5.09124
C -0.17855 -1.50124 -6.08333
N 0.67288 -1.47832 -6.85017
H -2.22214 -1.29268 -5.57961
H -1.34730 -2.52279 -4.64376
H -1.08655 -0.79984 -4.30609
C 8.26263 -4.28117 -0.40524
C 8.13149 -3.28133 -1.49250
N 8.01239 -2.51336 -2.33611
H 9.30887 -4.41363 -0.14775
H 7.72086 -3.94666 0.47171
H 7.85259 -5.23567 -0.73520
C 6.97170 -4.96963 3.76646
C 8.12277 -4.91936 2.83322
N 9.01098 -4.88038 2.10658
H 6.05100 -4.72842 3.23656
H 6.88543 -5.96753 4.19202
H 7.11558 -4.25278 4.57079
C 3.63773 -1.67280 6.41774
C 4.03376 -2.93040 5.74589
N 4.34226 -3.90393 5.22629
H 4.42072 -1.36030 7.10792
H 3.48250 -0.89006 5.67636
H 2.71301 -1.82620 6.97330
C 1.58565 -4.13295 -5.06111
C 2.17027 -4.50739 -3.75594
N 2.61248 -4.80032 -2.74060
H 0.56296 -4.50399 -5.12767
H 1.57908 -3.05032 -5.16396
H 2.17370 -4.56336 -5.87065
C -1.26639 6.52025 3.57322
C -1.57395 6.02671 2.21219
N -1.81259 5.64366 1.15860
H -1.84973 5.96590 4.30785
H -0.20593 6.38579 3.78440
H -1.51335 7.57852 3.64701
C -7.61838 3.23872 4.40662
C -6.64677 4.15293 5.04844
N -5.89436 4.86108 5.54424
H -7.81486 3.55700 3.38273
H -7.21952 2.22495 4.38725
H -8.55123 3.23822 4.96896
C 9.17588 -6.15392 7.51175
C 7.84531 -5.62719 7.13301
N 6.81453 -5.21960 6.83884
H 9.43097 -7.00355 6.87933
H 9.92997 -5.37778 7.38671
H 9.16367 -6.47505 8.55259
C -10.41852 3.10151 -3.83933
C -11.74733 3.63132 -4.21967
N -12.77589 4.04109 -4.51459
H -10.17502 2.23513 -4.45373
H -9.65812 3.86744 -3.98743
H -10.42451 2.80414 -2.79105
C 3.89974 6.90669 -2.64708
C 4.64181 7.02868 -1.37272
N 5.22041 7.13621 -0.38406
H 2.89977 6.51736 -2.45662
H 3.82300 7.88980 -3.11545
H 4.42457 6.22741 -3.31772
C -9.71561 -0.20546 -9.31977
C -9.92029 -1.59044 -8.84516
N -10.07644 -2.66354 -8.47782
H -8.65310 0.03482 -9.30847
H -10.09423 -0.10320 -10.33610
H -10.24547 0.48973 -8.66977
C 3.34153 11.53749 -2.09005
C 3.83966 10.86765 -3.31197
N 4.22924 10.36102 -4.26905
H 2.25370 11.48750 -2.05848
H 3.74715 11.04439 -1.20698
H 3.65082 12.58197 -2.08924
*
```

Kohn-Sham gap, eV: 8.4

Results of the Löwdin charge analysis, in e, for atoms 1 through 2:
1 C -0.121
2 C -0.238

=====

The following is a DFT calculation (ωB97M-V/def2-TZVPD) of a structure of composition C62H106F6HfN6O18S2 in a non-equilibrium geometry.

The geometry in ORCA input format:
```
! wB97M-V def2-TZVPD RIJCOSX def2/J DEFGRID3
* xyz 0 1
Hf 1.23965 -0.19685 -2.21928
C 4.59527 3.85607 -1.02791
C 3.21246 4.22685 -1.59157
C 3.05534 5.74159 -2.05178
C 3.74468 6.05388 -3.44283
C 3.49641 4.98148 -4.52139
C 3.68855 3.47015 -4.02202
N 2.94435 3.25554 -2.73703
O 2.43427 1.94313 -2.41602
C 5.19378 3.33790 -3.90419
C 3.16262 2.57627 -5.16191
C 2.25443 4.19195 -0.38423
H 5.46958 4.39161 -1.39787
H 4.91096 2.81286 -1.04089
H 4.66855 4.15419 0.01797
H 3.64606 6.36497 -1.38056
H 2.00164 6.02010 -2.03563
H 4.82340 6.16111 -3.32897
H 3.43423 7.02961 -3.81655
H 4.24910 5.05775 -5.30608
H 2.57333 5.10708 -5.08730
H 5.63426 3.20623 -4.89250
H 5.53369 2.39648 -3.47256
H 5.78536 4.08333 -3.37273
H 3.70234 1.64081 -5.30935
H 3.35316 3.00167 -6.14722
H 2.08850 2.39771 -5.11237
H 2.60056 4.87121 0.39480
H 2.31287 3.17729 0.00964
H 1.24598 4.55219 -0.58761
C 3.80149 -4.63448 -3.89271
C 4.22214 -3.92569 -2.62868
C 5.65636 -4.31832 -2.36959
C 6.81953 -3.57742 -3.09124
C 6.74510 -2.08860 -2.85045
C 5.31049 -1.63308 -3.25492
N 4.12893 -2.42859 -2.68343
O 2.82816 -1.93583 -2.92231
C 5.34668 -1.59200 -4.74859
C 5.28368 -0.20289 -2.72997
C 3.50395 -4.43376 -1.29704
H 4.11337 -4.15415 -4.82014
H 2.72322 -4.64568 -4.05173
H 4.09627 -5.68049 -3.97683
H 5.77663 -5.32760 -2.76330
H 5.98773 -4.43489 -1.33774
H 6.66369 -3.91178 -4.11692
H 7.80306 -3.93295 -2.78407
H 7.55916 -1.43267 -3.15893
H 6.86412 -1.91244 -1.78138
H 6.16823 -0.98490 -5.12883
H 4.46935 -1.22682 -5.28245
H 5.56694 -2.60258 -5.09255
H 6.10595 0.44941 -3.02401
H 5.21864 -0.05045 -1.65264
H 4.43989 0.28806 -3.21485
H 4.00014 -5.27847 -0.81915
H 2.42544 -4.58752 -1.33280
H 3.51354 -3.64367 -0.54619
C -2.96916 -1.39925 -5.07453
C -2.94734 -2.02427 -3.64413
C -4.15649 -2.99492 -3.57183
C -3.82005 -4.27954 -4.43384
C -2.53518 -4.94681 -3.87526
C -1.28105 -4.01090 -3.72264
N -1.64530 -2.64975 -3.14105
O -0.59280 -1.73651 -2.94626
C -0.55380 -3.87464 -5.12305
C -0.27274 -4.73047 -2.73960
C -3.32174 -0.87312 -2.59835
H -1.98095 -1.37048 -5.53356
H -3.34320 -0.39000 -5.24656
H -3.40330 -1.98427 -5.88533
H -5.06068 -2.56135 -3.99910
H -4.41151 -3.25645 -2.54486
H -3.69653 -4.06306 -5.49496
H -4.67440 -4.95438 -4.38127
H -2.43224 -5.83897 -4.49296
H -2.88842 -5.36003 -2.93050
H -1.33590 -3.51527 -5.79183
H -0.28296 -4.85506 -5.51487
H 0.23498 -3.13689 -5.27017
H 0.74013 -4.36849 -2.91616
H -0.29988 -5.82012 -2.74129
H -0.41974 -4.41551 -1.70650
H -4.28238 -0.45040 -2.89261
H -2.56185 -0.09367 -2.54262
H -3.47331 -1.25592 -1.58910
C -1.41399 -2.49357 0.90997
F -1.35665 -3.27210 2.01860
F -1.88046 -3.29531 -0.09358
F -2.25711 -1.52914 1.04255
S 0.32379 -1.69447 0.47854
O 1.15633 -1.82540 1.65302
O 1.00085 -2.35992 -0.68846
N 0.19399 -0.02695 -0.24194
S -0.16950 0.79398 1.08778
O -0.77104 0.10205 2.24742
O 0.98159 1.61384 1.41166
C -1.60834 2.03149 0.49131
F -1.08060 3.09926 -0.17428
F -2.42554 1.40699 -0.34248
F -2.29725 2.48268 1.53014
C 0.11054 2.54903 7.35712
C 1.54150 2.61101 7.14864
C 2.11588 3.04157 5.96335
C 1.21451 3.40794 4.88602
C -0.18239 3.35607 5.12643
C -0.67402 3.15436 6.37690
N 1.72276 3.84573 3.48934
O 0.89170 4.20291 2.63971
O 2.91267 3.81388 3.25545
H -0.28080 2.19560 8.29964
H 2.19785 2.21763 7.91077
H 3.18183 3.11319 5.80513
H -0.87104 3.83830 4.44848
H -1.72584 3.28895 6.58174
C -7.45174 -3.56927 6.37464
C -7.00350 -2.80090 5.30470
C -5.61006 -2.77232 5.17509
C -4.78442 -3.56950 5.87002
C -5.26296 -4.48392 6.74345
C -6.58731 -4.51485 6.93968
N -3.30298 -3.44701 5.67624
O -2.85613 -3.08700 4.60263
O -2.64840 -3.54897 6.66752
H -8.48278 -3.59284 6.69525
H -7.63676 -2.20657 4.66271
H -5.23362 -2.15054 4.37630
H -4.66286 -5.16600 7.32744
H -6.97292 -5.14957 7.72381
C -5.36806 3.54276 1.43661
C -6.11854 2.32345 0.99251
O -7.37894 2.40014 0.62457
C -5.41114 0.90849 1.00946
H -5.19668 3.41232 2.50512
H -5.90917 4.48710 1.37733
H -4.39267 3.56053 0.95039
H -5.90603 0.37069 0.20079
H -5.54720 0.52970 2.02242
H -4.37541 1.02131 0.68907
C -5.22070 -4.33636 -0.19329
C -5.16801 -4.06019 1.21977
O -5.64708 -3.02149 1.66770
C -4.45967 -5.12889 2.20867
H -5.45037 -3.40133 -0.70426
H -6.05279 -4.99998 -0.42851
H -4.31589 -4.86590 -0.49161
H -4.94270 -5.42383 3.14022
H -3.62523 -4.50743 2.53365
H -4.27916 -6.04348 1.64383
C 1.54004 -0.43688 4.78427
C 2.43159 -1.64735 4.78351
O 3.52004 -1.62376 4.19097
C 1.85183 -2.87369 5.41148
H 0.64817 -0.88848 4.34983
H 2.04786 0.32257 4.18976
H 1.32809 0.03398 5.74420
H 1.92437 -2.92427 6.49789
H 2.46390 -3.70664 5.06556
H 0.84006 -3.00098 5.02648
C -1.30020 6.74177 0.60531
C -2.47180 6.49895 1.47780
O -2.49081 5.58604 2.32346
C -3.85300 7.22580 1.09589
H -0.65172 7.49026 1.06066
H -1.66431 7.20993 -0.30921
H -0.63475 5.90627 0.38806
H -4.10786 7.07172 0.04736
H -3.87618 8.31475 1.13752
H -4.73213 7.10449 1.72876
C 4.37729 0.89295 1.10792
C 3.89687 -0.41318 0.45936
O 2.97660 -0.45222 -0.36580
C 4.70866 -1.63461 0.89952
H 4.27596 0.88941 2.19319
H 3.80783 1.70776 0.66081
H 5.42271 1.12790 0.90793
H 3.98994 -2.33501 1.32492
H 5.60592 -1.42184 1.48068
H 5.15811 -2.11434 0.03006
C -3.63993 1.90409 4.99733
C -3.33252 0.59054 5.72306
O -3.98908 0.25518 6.75244
C -1.95580 0.09118 5.27422
H -3.42684 2.71946 5.68861
H -4.71535 1.85503 4.82658
H -3.10605 1.98629 4.05060
H -2.09629 -0.37222 4.29769
H -1.55488 -0.61717 5.99920
H -1.19157 0.86820 5.25713
C -2.31288 2.57484 -3.71025
C -0.86501 2.50137 -3.33677
O -0.38378 1.48341 -2.87606
C -0.15092 3.82985 -2.99480
H -2.64799 1.78735 -4.38528
H -2.57322 3.50481 -4.21569
H -2.94035 2.37085 -2.84263
H -0.10634 4.15051 -1.95399
H -0.65824 4.67557 -3.45900
H 0.79517 3.99809 -3.50930
*
```

Kohn-Sham gap, eV: 5.4
Energy above the lowest of the compared OMol25 structures with the same formula, charge and spin, kcal/mol: 127.1

Results of the Löwdin charge analysis, in e, for atoms 1 through 2:
1 Hf 2.032
2 C -0.049